## w
This record from the Open Molecules 2025 dataset describes a cluster of 2 separate species, C5H8IN in total. The level of theory is the ωB97M-V functional and the def2-TZVPD basis.

The value obtained for the LUMO energy (spin up / spin down) is 0.34 / 0.34 eV. Its net charge is 0.

Last columns: bonded neighbours and bond lengths (Å).
Element x y z (Å)
1 C 1.77 -1.41 1.01  N6 1.432, H8 1.037, H9 1.062, H14 1.116
2 C 0.74 0.41 -0.27  C4 1.483, N6 1.176
3 C -1.56 0.08 0.30  C5 1.299, I7 2.126
4 C 0.60 1.54 -1.22  C2 1.483, H10 1.114, H11 1.159, H12 1.104
5 C -2.56 -0.50 -0.30  C3 1.299, H13 1.070, H15 1.029
6 N 1.60 -0.24 0.20  C1 1.432, C2 1.176
7 I -1.98 1.16 2.08  C3 2.126
8 H 1.45 -1.25 1.98  C1 1.037
9 H 1.23 -2.24 0.63  C1 1.062
10 H 0.71 2.40 -0.52  C4 1.114
11 H -0.44 1.61 -1.73  C4 1.159
12 H 1.41 1.50 -1.97  C4 1.104
13 H -2.26 -0.96 -1.22  C5 1.070
14 H 2.87 -1.58 1.16  C1 1.116
15 H -3.57 -0.51 -0.13  C5 1.029

---

## x
This record from the Open Molecules 2025 dataset describes an isolated molecule of C5H8IN. The level of theory is the ωB97M-V functional and the def2-TZVPD basis.

The value obtained for the LUMO energy (spin up / spin down) is -0.99 / -0.93 eV. Its net charge is 0.

Last columns: bonded neighbours and bond lengths (Å).
Element x y z (Å)
1 C -0.56 -0.79 -0.14  C2 1.542, C3 1.516, C4 1.646, H8 1.033
2 C -0.10 0.68 -0.04  C1 1.542, N6 1.224
3 C -2.02 -1.17 -0.20  C1 1.516, C4 1.453, H9 1.155, H10 1.125
4 C -1.21 -2.17 0.47  C1 1.646, C3 1.453, H11 1.080, H12 1.142
5 C 1.60 2.41 0.02  N6 1.474, H13 1.026, H14 1.063, H15 1.031
6 N 1.06 1.05 0.13  C2 1.224, C5 1.474, I7 2.430
7 I 3.02 -0.40 0.07  N6 2.430
8 H -0.15 -0.92 -1.08  C1 1.033
9 H -2.55 -0.39 0.46  C3 1.155
10 H -2.54 -1.31 -1.19  C3 1.125
11 H -0.74 -3.03 0.02  C4 1.080
12 H -1.17 -2.13 1.61  C4 1.142
13 H 1.68 2.58 -0.99  C5 1.026
14 H 1.12 3.24 0.48  C5 1.063
15 H 2.56 2.35 0.38  C5 1.031

---

w wins, 8.6 kcal/mol ahead of the next structure.